[1]
Entry from the OMol25 dataset: 8 unconnected molecules or ions with the total composition C26H56Cl14NOPSSi (wB97M-V/def2-TZVPD).

Last column: Löwdin charge in e.
Positions of all 101 atoms, in Å:
C (-1.71409, 2.89833, 3.96932)  -0.11
C (-2.60798, 2.62535, 2.73912)  -0.24
C (-2.10831, 1.48098, 1.83702)  -0.21
C (-2.87529, 0.18412, 2.09575)  -0.22
C (-2.46368, -0.94721, 1.14151)  -0.27
C (-1.22755, -1.72650, 1.65117)  -0.29
Si (0.18676, -1.58245, 0.39642)  0.52
C (1.89196, -1.44997, 1.18303)  -0.31
C (3.00481, -0.96858, 0.22800)  -0.27
C (2.90359, 0.50477, -0.17752)  -0.22
C (2.78218, 0.72551, -1.67704)  -0.19
N (1.58602, 0.13497, -2.27482)  0.05
C (0.46142, 0.93305, -2.37682)  -0.56
C (-0.71091, 0.29523, -3.07422)  -0.03
O (0.39582, 2.05047, -1.88734)  0.04
P (0.09386, -3.33565, -1.00587)  0.20
S (-1.59566, -3.17921, -2.01889)  0.04
H (-1.36547, 3.92808, 3.94469)  0.05
H (-0.86686, 2.21536, 4.02151)  0.06
H (-2.29109, 2.79563, 4.88695)  0.02
H (-2.73092, 3.54392, 2.16741)  0.09
H (-3.59602, 2.34837, 3.10553)  0.07
H (-2.19429, 1.75862, 0.78525)  0.11
H (-1.04377, 1.32084, 2.03353)  0.10
H (-2.71292, -0.11054, 3.13533)  0.11
H (-3.93966, 0.38913, 1.96779)  0.11
H (-3.31604, -1.61410, 1.02491)  0.10
H (-2.28614, -0.49213, 0.16756)  0.07
H (-0.86515, -1.31480, 2.59122)  0.07
H (-1.47277, -2.78422, 1.73738)  0.06
H (-0.05225, -0.34790, -0.36218)  0.00
H (2.20643, -2.42914, 1.55660)  0.07
H (1.87693, -0.78048, 2.04541)  0.08
H (3.06775, -1.59613, -0.66346)  0.09
H (3.93840, -1.10997, 0.77719)  0.08
H (2.10955, 1.01175, 0.37350)  0.11
H (3.83542, 0.99361, 0.11120)  0.02
H (3.64371, 0.24375, -2.14443)  0.12
H (2.87107, 1.79106, -1.88394)  0.12
H (1.77235, -0.38480, -3.11769)  0.13
H (-1.33735, -0.21559, -2.34136)  0.04
H (-1.31033, 1.04401, -3.57976)  0.05
H (-0.38860, -0.47671, -3.77285)  0.08
H (1.22876, -3.37242, -1.83938)  -0.07
H (0.12549, -4.50854, -0.23000)  -0.10
Cl (-1.89615, 4.50851, 7.79681)  0.54
C (-1.52881, 2.97536, 8.62547)  -0.66
C (-1.65977, 1.78977, 7.70393)  -0.66
Cl (-3.35111, 1.49113, 7.22946)  0.55
H (-2.19569, 2.88888, 9.47924)  0.07
H (-0.50444, 3.04564, 8.98760)  0.07
H (-1.30781, 0.89278, 8.21089)  0.07
H (-1.07951, 1.93014, 6.79495)  0.05
Cl (-4.90124, 3.79335, -5.68488)  0.53
C (-3.50988, 2.90164, -6.35705)  -0.68
C (-3.79234, 1.42868, -6.49763)  -0.66
Cl (-3.94014, 0.61905, -4.91626)  0.56
H (-2.65476, 3.08262, -5.71307)  0.02
H (-3.30085, 3.33023, -7.33557)  0.07
H (-2.96936, 0.94849, -7.02439)  0.07
H (-4.71097, 1.25144, -7.05073)  0.07
Cl (-6.14737, 3.70727, 4.15984)  0.55
C (-6.10376, 5.45075, 3.79374)  -0.66
C (-4.71643, 5.93325, 3.45585)  -0.65
Cl (-3.62880, 5.88157, 4.86622)  0.55
H (-6.50479, 5.97885, 4.65479)  0.07
H (-6.76336, 5.61441, 2.94320)  0.07
H (-4.76325, 6.96940, 3.12471)  0.07
H (-4.26722, 5.33532, 2.66725)  0.05
Cl (0.12575, 3.94873, -5.98033)  0.54
C (0.35850, 4.23090, -4.22822)  -0.65
C (1.23518, 5.42298, -3.95726)  -0.65
Cl (2.92569, 5.13945, -4.45218)  0.53
H (0.77330, 3.32832, -3.79609)  0.04
H (-0.62766, 4.39410, -3.79777)  0.08
H (1.24533, 5.62482, -2.88792)  0.08
H (0.88046, 6.30797, -4.47926)  0.07
Cl (5.72171, 1.38597, 1.63989)  0.60
C (7.06574, 0.22183, 1.76272)  -0.65
C (8.03950, 0.37084, 0.62371)  -0.66
Cl (7.31869, -0.11955, -0.93181)  0.54
H (6.63836, -0.77751, 1.78717)  0.07
H (7.56979, 0.40985, 2.70912)  0.07
H (8.90262, -0.27036, 0.79325)  0.07
H (8.37996, 1.39800, 0.52443)  0.07
Cl (0.45880, -6.02964, -3.39268)  0.53
C (-0.39546, -7.56125, -3.06603)  -0.65
C (-1.59364, -7.36392, -2.17392)  -0.64
Cl (-1.12676, -6.94289, -0.50572)  0.54
H (0.31622, -8.25803, -2.62947)  0.04
H (-0.71582, -7.94938, -4.03131)  0.07
H (-2.15601, -8.29424, -2.11440)  0.07
H (-2.24567, -6.57741, -2.54629)  0.06
Cl (3.55185, -7.09636, -0.26321)  0.53
C (4.71168, -7.77128, -1.43547)  -0.67
C (4.04081, -8.22675, -2.70548)  -0.66
Cl (3.00720, -9.65721, -2.44453)  0.54
H (5.23785, -8.58904, -0.95009)  0.07
H (5.42652, -6.98292, -1.66480)  0.07
H (4.79731, -8.51239, -3.43430)  0.07
H (3.42083, -7.44203, -3.13287)  0.05

Forces on atoms 1 to 6 (eV/Å):
-0.462 0.180 -0.110
0.229 -0.345 0.292
-0.091 0.176 0.238
0.230 0.150 -0.407
-0.282 0.202 0.684
0.209 -0.056 -1.294

Properties
HOMO level: -8.0 eV
DFT total energy: -8626.034445 hartree
SMILES: CCCCCC[Si@@H](CCCCNC(C)=O)[PH2]=S.ClCCCl.ClCCCl.ClCCCl.ClCCCl.ClCCCl.ClCCCl.ClCCCl
Gap between HOMO and LUMO: 8.255 eV

***

[2]
Entry from the OMol25 dataset: a single C23H19NO3 molecule (wB97M-V/def2-TZVPD).

Last column: natural (NBO) charge in e.
Positions of all 46 atoms, in Å:
C (0.21186, 5.13828, 0.07328)  -0.36
C (-0.45256, 4.18547, -0.55128)  -0.20
C (0.20206, 3.07221, -1.30414)  -0.12
O (-0.31844, 1.82856, -0.82435)  -0.53
C (0.45398, 0.74051, -1.01713)  0.77
O (1.49842, 0.77280, -1.61302)  -0.56
C (-0.17029, -0.47449, -0.42599)  0.04
C (0.56039, -1.55509, -0.09868)  -0.17
C (2.01546, -1.64425, -0.18107)  -0.03
C (2.56624, -2.69080, -0.88639)  -0.19
C (3.95068, -2.80946, -1.04915)  -0.21
C (4.78982, -1.88658, -0.49161)  -0.20
C (4.27491, -0.82610, 0.28236)  0.02
C (5.12941, 0.11930, 0.88823)  -0.19
C (4.62749, 1.12869, 1.65892)  -0.22
C (3.24538, 1.21942, 1.87864)  -0.22
C (2.39153, 0.32166, 1.30089)  -0.19
C (2.87184, -0.70641, 0.46342)  -0.07
N (-1.55720, -0.38288, -0.27856)  -0.60
C (-2.42185, -1.32013, 0.21049)  0.65
O (-2.09700, -2.43975, 0.54981)  -0.60
C (-3.83752, -0.85053, 0.26676)  -0.07
C (-4.18747, 0.47227, 0.52443)  -0.22
C (-5.52093, 0.83663, 0.58150)  -0.21
C (-6.51308, -0.10866, 0.37858)  -0.20
C (-6.17113, -1.42912, 0.13671)  -0.21
C (-4.84053, -1.79960, 0.08987)  -0.19
H (-0.29216, 5.93285, 0.59568)  0.20
H (1.28884, 5.16810, 0.07641)  0.20
H (-1.53350, 4.15867, -0.54568)  0.20
H (-0.01990, 3.14679, -2.37738)  0.20
H (1.28906, 3.07657, -1.17435)  0.21
H (0.03852, -2.43934, 0.24107)  0.26
H (1.91303, -3.41230, -1.35544)  0.21
H (4.34586, -3.63065, -1.62916)  0.21
H (5.85941, -1.95813, -0.62825)  0.21
H (6.19486, 0.02486, 0.73201)  0.21
H (5.28797, 1.85190, 2.11506)  0.21
H (2.85875, 2.00344, 2.51424)  0.21
H (1.33102, 0.39034, 1.49604)  0.21
H (-1.94534, 0.50294, -0.57068)  0.42
H (-3.42765, 1.21744, 0.71628)  0.21
H (-5.78774, 1.86255, 0.78909)  0.22
H (-7.55194, 0.18338, 0.41900)  0.22
H (-6.94266, -2.16989, -0.01075)  0.22
H (-4.55333, -2.82522, -0.08595)  0.24

Forces on atoms 1 to 6 (eV/Å):
0.008 0.075 0.007
-0.038 -0.437 -0.066
0.412 0.378 -0.310
-0.293 -0.104 0.275
0.405 0.157 -0.431
-0.341 -0.001 0.108

Properties
HOMO level: -7.8 eV
DFT total energy: -1168.331891 hartree
ΔE to the lowest compared entry with this formula, charge and spin: 30.4 kcal per mole
SMILES: C=CCOC(=O)/C(=C\c1cccc2ccccc12)NC(=O)c1ccccc1
Gap between HOMO and LUMO: 8.049 eV

***

[3]
Entry from the OMol25 dataset: a single C10H19N3O molecule (wB97M-V/def2-TZVPD).

Last column: natural (NBO) charge in e.
Positions of all 33 atoms, in Å:
C (0.61790, 2.10813, -1.46073)  -0.63
C (0.84668, 0.76209, -0.77897)  -0.04
C (2.12153, -0.02661, -1.23420)  -0.64
N (0.75000, 0.82717, 0.63772)  -0.49
C (1.68425, 1.71880, 1.36403)  -0.01
C (2.76482, 0.90703, 2.13311)  -0.63
C (0.92107, 2.72690, 2.30558)  -0.62
C (-0.42596, 0.09879, 1.25407)  -0.09
C (-1.74824, 0.87497, 1.00448)  -0.61
C (-0.67669, -1.37038, 0.90579)  0.48
N (-1.01369, -2.22872, 1.87237)  -0.30
N (-1.35834, -3.39210, 1.21461)  -0.27
C (-1.06448, -3.22452, -0.08340)  0.26
O (-0.49842, -1.96717, -0.33862)  -0.43
H (-0.27694, 2.68916, -1.11949)  0.21
H (0.54275, 1.99894, -2.59470)  0.21
H (1.46088, 2.78005, -1.45802)  0.20
H (-0.02817, 0.22898, -1.10510)  0.20
H (2.95127, 0.56019, -0.88691)  0.20
H (1.93066, -1.09658, -0.85216)  0.22
H (2.34730, -0.23473, -2.32867)  0.21
H (2.28997, 2.27034, 0.62626)  0.20
H (3.06402, 0.11923, 1.40234)  0.22
H (3.65625, 1.53714, 2.20808)  0.20
H (2.49480, 0.45842, 3.09971)  0.21
H (0.02379, 3.05218, 1.77897)  0.21
H (1.54683, 3.55812, 2.47393)  0.21
H (0.55831, 2.25980, 3.22733)  0.20
H (-0.34258, 0.09781, 2.33064)  0.24
H (-2.65143, 0.27139, 1.15459)  0.22
H (-1.81238, 1.20443, -0.04275)  0.21
H (-1.78629, 1.75355, 1.60590)  0.22
H (-1.42664, -3.85996, -0.85294)  0.21

Forces on atoms 1 to 6 (eV/Å):
-0.064 0.804 -2.126
-0.364 0.151 -1.499
-1.381 -1.501 -0.919
-0.649 -0.866 1.210
-0.800 -0.838 1.488
0.327 -0.244 -1.376

Properties
HOMO level: -8.2 eV
DFT total energy: -631.843950 hartree
ΔE to the lowest compared entry with this formula, charge and spin: 53.2 kcal per mole
SMILES: CC(C)N(C(C)C)[C@@H](C)c1nnco1
Gap between HOMO and LUMO: 8.921 eV

***

[4]
Entry from the OMol25 dataset: a molecular structure, C6H6BF9Tb (wB97M-V/def2-TZVPD).

Last column: Löwdin charge in e.
Positions of all 23 atoms, in Å:
B (2.82907, -1.29881, 0.30704)  0.18
C (1.84658, -0.53260, -0.73052)  -0.14
C (1.47636, 0.84278, -0.25623)  -0.12
C (0.08886, 1.01049, 0.27610)  -0.32
F (-0.10399, 0.01411, 1.40168)  -0.17
F (0.02632, 2.16182, 0.92853)  0.15
C (-1.09441, 0.93272, -0.78287)  -0.37
F (-0.64706, 0.25074, -1.82199)  0.22
F (-1.26860, 2.19753, -1.11470)  0.25
C (-2.44439, 0.35383, -0.22942)  -0.35
F (-2.74589, 1.10509, 0.83638)  0.18
F (-3.31105, 0.51724, -1.19823)  0.25
C (-2.38392, -1.17251, 0.18773)  -0.56
F (-1.18700, -1.66216, -0.22010)  0.15
F (-2.38521, -1.25306, 1.51868)  0.18
F (-3.33124, -1.83657, -0.32614)  0.32
H (2.93158, -0.85681, 1.45123)  0.01
H (3.31334, -2.33004, -0.03876)  0.09
H (1.02004, -1.19671, -0.93903)  0.12
H (2.42033, -0.48088, -1.65265)  0.15
H (2.19043, 1.13661, 0.55784)  0.10
H (1.63343, 1.61402, -1.00340)  0.19
Tb (1.12642, 0.48318, 2.84883)  2.49

Forces on atoms 1 to 6 (eV/Å):
-1.372 -0.482 -2.446
1.910 -0.779 1.587
-0.345 -0.570 0.535
0.188 1.571 -3.792
-1.449 -1.341 -0.294
-0.105 0.384 1.763

Properties
HOMO level (alpha / beta): -22.6 / -22.6 eV
DFT total energy: -1978.934654 hartree
Expectation value of S²: 12.70
Spin multiplicity: 7
ΔE to the lowest compared entry with this formula, charge and spin: 0.0 kcal per mole
Total charge: +3
Gap between HOMO and LUMO (alpha / beta): 6.283 / 5.529 eV

***

[5]
Entry from the OMol25 dataset: a molecular structure, C7H10 (wB97M-V/def2-TZVPD).

Last column: natural (NBO) charge in e.
Positions of all 17 atoms, in Å:
C (-1.80504, 0.61551, -0.24427)  -0.75
C (-1.29331, -0.73900, -0.63505)  0.05
C (0.16950, -0.80778, -0.82494)  -0.33
C (1.06208, 0.44941, -0.91923)  -0.46
C (1.32504, 0.82459, 0.51690)  -0.17
C (0.87817, -0.09406, 1.37236)  -0.21
C (0.15620, -1.21765, 0.68924)  -0.41
H (-2.11621, 1.00864, -1.22495)  0.26
H (-2.71276, 0.56303, 0.36540)  0.23
H (-1.11088, 1.34801, 0.19582)  0.20
H (-0.92478, -1.29699, 0.99049)  0.27
H (0.49371, -1.62200, -1.47811)  0.22
H (0.57730, 1.25843, -1.48185)  0.22
H (2.00320, 0.22812, -1.43961)  0.22
H (1.81470, 1.75340, 0.80056)  0.21
H (0.96407, -0.03866, 2.45367)  0.22
H (0.51900, -2.23299, 0.86357)  0.24

Forces on atoms 1 to 6 (eV/Å):
-0.045 -0.010 0.024
0.107 0.285 -0.207
-0.067 -0.042 -0.132
-0.048 0.027 0.000
-0.042 -0.145 0.142
0.032 0.138 -0.119

Properties
HOMO level: -7.9 eV
DFT total energy: -272.572935 hartree
ΔE to the lowest compared entry with this formula, charge and spin: 91.0 kcal per mole
Gap between HOMO and LUMO: 8.967 eV

***

[6]
Entry from the OMol25 dataset: a molecular structure, C14H19Cl2NO3 (wB97M-V/def2-TZVPD).

Last column: natural (NBO) charge in e.
Positions of all 39 atoms, in Å:
C (1.66575, 1.79068, -0.19305)  -0.67
H (2.24831, 1.42249, 0.69784)  0.22
H (2.35734, 2.31046, -0.71176)  0.24
H (1.62251, 0.87181, -0.79383)  0.25
C (0.59698, 2.48759, 0.00171)  0.12
N (-0.45263, 1.64639, 0.83939)  -0.65
C (-1.10638, 0.57703, 0.35751)  0.71
O (-0.86736, 0.02623, -0.64933)  -0.65
C (-1.56535, -0.39401, 1.61979)  -0.51
H (-2.13706, -1.27549, 1.02276)  0.24
H (-2.47891, 0.18102, 2.25442)  0.20
C (-0.56809, -0.89476, 2.74438)  -0.45
H (-0.10075, -0.09335, 3.04577)  0.21
C (0.45842, -1.71193, 2.01245)  -0.01
H (1.21420, -0.99308, 1.33286)  0.15
H (1.07976, -1.95816, 2.70650)  0.18
O (0.04091, -2.73784, 1.03135)  -0.50
C (0.00704, -2.63824, -0.20645)  0.30
C (1.12060, -2.31980, -0.84774)  -0.28
C (0.93023, -2.12165, -2.25983)  -0.22
C (0.05309, -2.68852, -2.91101)  -0.04
C (-1.23174, -3.17499, -2.11521)  -0.15
C (-1.09868, -3.29932, -0.74651)  -0.06
Cl (-2.47122, -3.89157, 0.10944)  0.04
H (-1.73926, -3.83306, -2.52862)  0.18
Cl (-0.12544, -2.78162, -4.67422)  -0.02
H (1.90140, -1.66545, -3.03318)  0.21
H (1.95309, -1.85853, -0.28301)  0.22
H (-1.26273, -1.50511, 3.24676)  0.24
H (-0.56880, 1.75094, 1.82900)  0.39
C (0.62537, 3.65047, 1.13437)  -0.55
H (1.40363, 4.42818, 0.55728)  0.18
H (-0.37986, 4.16705, 1.23564)  0.23
H (1.10808, 3.49128, 1.88269)  0.17
C (-0.26774, 2.97049, -1.22092)  0.02
O (-0.17878, 1.95606, -2.09234)  -0.74
H (-0.27139, 1.11308, -1.96492)  0.51
H (-1.61811, 3.11083, -0.99244)  0.13
H (0.10356, 3.88442, -1.43755)  0.17

Forces on atoms 1 to 6 (eV/Å):
8.222 -7.528 -0.106
-0.861 0.644 -0.257
2.563 2.120 -1.871
-0.758 0.190 0.044
-12.904 5.791 6.821
-0.115 0.011 -1.401

Properties
HOMO level: -8.4 eV
DFT total energy: -1745.293516 hartree
ΔE to the lowest compared entry with this formula, charge and spin: 295.5 kcal per mole
Gap between HOMO and LUMO: 8.876 eV